Entry 1:
# C32H22F12NO3PtS

A structure of composition C32H22F12NO3PtS (ωB97M-V/def2-TZVPD, OMol25).

Summary:
LUMO (spin up / spin down): -2.2 / -6.1 eV
Charge: +1
Frontier orbital gap (spin up / spin down): 8.87 / 5.76 eV
E_HOMO (spin up / spin down): -11.06 / -11.84 eV
Spin multiplicity: 5

```
72
Properties=species:S:1:pos:R:3:forces:R:3
Pt -0.2229 -0.1537 -0.7739 0.32 -0.22 -0.11
S -0.0233 -2.9131 0.3007 -0.19 -0.16 0.03
F 2.3911 0.4420 -4.2848 0.05 0.10 -0.26
F 2.4607 -1.2196 -2.9162 0.00 -0.03 -0.08
F 4.4518 1.1917 -2.7668 0.10 0.07 0.05
F -3.7632 2.6502 -1.4532 -0.08 0.00 -0.10
F 4.2030 0.0035 -0.9844 0.14 -0.04 -0.01
F -5.2113 1.1877 0.5554 -0.04 -0.02 0.03
F -4.1661 0.6129 -2.0611 0.06 0.05 0.04
F -3.9221 0.1254 1.9509 -0.06 0.04 0.00
F 0.5916 -0.1393 -3.2266 0.31 -0.09 -0.05
F -4.4981 -0.8060 0.1053 -0.04 0.05 -0.04
F -2.1798 1.4217 -2.2692 -0.27 0.03 -0.13
F 3.9729 2.1468 -0.8724 0.10 -0.06 -0.03
O -0.1952 -2.4050 -1.1550 0.09 0.10 0.62
O -2.0034 -0.1262 -0.0387 -0.33 0.21 -0.37
O 1.7000 0.2704 -0.7821 0.17 0.26 -0.36
N -0.2621 2.0633 -0.6066 -0.16 0.02 0.01
C -1.0323 2.6418 0.3883 0.30 0.06 -0.16
C -2.3115 2.1538 0.7341 0.00 -0.15 0.00
C 1.5933 2.3027 -2.1880 -0.07 -0.21 0.06
C 3.7532 1.0708 -1.6314 -0.45 -0.12 0.08
C -0.2489 -6.7743 1.3395 0.00 -0.03 0.02
C 2.3879 5.1546 -4.5772 -0.01 -0.07 0.06
C 2.1941 3.0984 -3.1402 0.11 0.09 -0.14
C 1.6945 -2.7390 0.6877 0.01 0.05 -0.05
C -0.1107 -4.6809 0.2090 -0.10 -0.02 -0.32
C 3.9899 -2.9712 0.1026 0.01 -0.01 0.01
C -0.2138 -7.4193 0.1074 0.00 0.01 -0.02
C -3.0043 2.8183 1.7295 -0.08 0.05 0.04
C -0.4846 3.7133 1.1043 0.15 0.14 0.03
C -0.0882 -5.2997 -1.0295 -0.03 -0.12 -0.01
C 2.2156 0.9239 -1.9089 0.07 0.03 0.16
C -3.2740 1.4104 -1.4848 0.14 -0.19 0.16
C 2.0226 -2.2105 1.9252 0.02 0.09 0.05
C -4.1682 0.3557 0.6558 0.29 0.07 -0.03
C 2.6573 -3.1211 -0.2355 0.14 0.00 -0.04
C 0.0054 4.1093 -1.8231 -0.02 -0.15 0.04
C -1.1859 4.3280 2.1172 0.03 0.06 0.06
C 1.9611 -0.0091 -3.1284 -0.39 -0.01 0.47
C -2.4697 3.9022 2.4337 -0.09 0.01 0.05
C -3.2745 4.5619 3.5206 0.04 -0.08 -0.07
C 3.3659 -2.0727 2.2561 -0.01 0.00 0.02
C 4.3417 -2.4538 1.3482 -0.01 -0.02 -0.03
C 1.7283 4.3727 -3.4758 0.02 0.08 -0.06
C -0.2042 -5.3900 1.3975 0.01 0.01 0.08
C -0.1392 -6.6873 -1.0713 0.00 -0.04 0.00
C -2.8934 0.9545 -0.0258 -0.09 -0.03 0.33
C 0.4546 2.8031 -1.4994 -0.01 0.28 0.08
C 0.6222 4.8674 -2.7866 0.05 0.07 -0.09
H -0.2549 -8.5014 0.0671 0.00 0.07 0.00
H 0.2341 5.8515 -3.0245 0.01 -0.06 0.01
H -0.2385 -4.8718 2.3521 0.00 -0.06 -0.10
H -0.7336 5.1455 2.6676 -0.03 -0.05 -0.04
H 3.4740 5.0467 -4.5474 -0.08 0.01 0.03
H 5.3877 -2.3449 1.6081 -0.05 0.00 -0.02
H -0.8819 4.4806 -1.3291 0.00 -0.01 -0.03
H 4.7584 -3.2589 -0.6035 -0.01 0.01 0.03
H -4.0060 2.5163 1.9926 -0.03 -0.06 -0.02
H 0.5228 4.0313 0.8586 -0.09 -0.01 0.04
H -0.3200 -7.3501 2.2555 0.01 0.06 -0.09
H 1.2444 -1.9059 2.6188 0.06 -0.03 -0.06
H 3.6455 -1.6629 3.2185 -0.01 -0.03 -0.04
H -0.1248 -7.1968 -2.0282 0.00 0.04 0.08
H -4.2926 4.7585 3.1830 0.01 0.01 0.00
H 3.0751 2.7393 -3.6558 -0.06 0.01 0.01
H 2.3665 -3.5180 -1.2022 0.01 0.02 0.08
H -3.3446 3.9106 4.3947 0.02 0.00 -0.02
H 2.0527 4.7819 -5.5493 0.01 0.02 0.04
H -0.0477 -4.7077 -1.9365 0.00 -0.03 0.07
H 2.1377 6.2132 -4.5226 0.01 -0.04 0.02
H -2.8262 5.5023 3.8369 0.01 -0.03 -0.03
```
Positions in Å, forces in eV/Å.

The molecule's Löwdin atomic charges, reported in e, are given here: 1.524, 1.040, 0.210, 0.192, 0.172, 0.185, 0.185, 0.176, 0.196, 0.174, 0.089, 0.189, 0.132, 0.186, -0.592, -0.241, -0.214, 0.039, -0.217, -0.049, -0.046, -0.559, -0.060, -0.023, 0.034, -0.414, -0.390, -0.056, -0.059, 0.044, 0.008, -0.066, -0.289, -0.546, -0.078, -0.573, -0.064, 0.024, -0.006, -0.553, -0.222, -0.026, -0.056, -0.056, -0.213, -0.073, -0.054, -0.271, -0.198, -0.001, 0.113, 0.128, 0.118, 0.126, 0.091, 0.115, 0.128, 0.118, 0.125, 0.133, 0.114, 0.115, 0.114, 0.114, 0.091, 0.130, 0.120, 0.095, 0.099, 0.112, 0.085, 0.083

=====

Entry 2:
# C6H10N2O3S

The molecule C6H10N2O3S at a distorted geometry (ωB97M-V/def2-TZVPD, OMol25).

Summary:
LUMO (spin up / spin down): 0.4 / -1.4 eV
Frontier orbital gap (spin up / spin down): 5.13 / 8.06 eV
E_HOMO (spin up / spin down): -4.69 / -9.42 eV
Spin multiplicity: 3

```
22
Properties=species:S:1:pos:R:3:forces:R:3
S 0.1172 -0.1791 1.2052 -1.07 0.86 -1.18
O -1.3483 -0.7695 1.3176 -0.07 -0.89 0.91
O -1.3715 -1.0515 -2.7035 -3.26 0.74 0.10
O 0.8762 -0.4116 2.3924 0.12 0.04 0.00
N 0.4855 -0.7827 -0.1719 -0.91 1.73 1.13
N -0.3235 1.4404 1.1059 0.07 -0.73 -0.24
C 1.6900 -1.3177 -0.4152 -0.51 -0.41 1.16
C 1.9759 -1.8021 -1.6232 -1.72 0.73 -2.24
C -1.0556 1.9590 2.3113 1.21 -1.77 -0.55
C -0.9107 1.7290 -0.1864 -0.23 -1.84 -2.55
C 1.0467 -1.5364 -2.7309 5.12 -0.90 -1.27
C -0.2182 -1.2291 -2.7047 -0.22 -0.05 0.34
H 1.5714 -1.5334 -3.7934 -0.29 -0.40 1.40
H -0.1883 1.2650 -0.9151 -0.52 1.36 0.29
H 2.2510 -1.4911 0.4599 1.40 -0.21 0.68
H -2.1525 2.1319 2.0551 1.72 0.30 0.74
H -1.1299 2.7945 -0.3919 0.39 -0.66 0.44
H -1.7992 1.0574 -0.4783 0.57 1.22 1.00
H -0.8882 1.1249 2.9834 -1.10 -0.12 0.71
H -1.2048 -1.7391 1.2879 -0.57 0.34 -0.09
H -0.3153 2.6310 2.7632 -1.30 1.12 -0.28
H 2.8921 -2.2898 -1.7676 1.17 -0.46 -0.50
```
Positions in Å, forces in eV/Å.

The molecule's Löwdin atomic charges, reported in e, are given here: 0.718, -0.154, 0.085, -0.252, -0.145, -0.339, -0.206, -0.070, -0.058, -0.136, -0.113, -0.293, 0.109, 0.078, 0.100, 0.127, 0.099, 0.108, 0.051, 0.117, 0.095, 0.080

=====

Entry 3:
# C29H34Cl5CsN2O4SeSi2Te

A structure of composition C29H34Cl5CsN2O4SeSi2Te at a distorted geometry (ωB97M-V/def2-TZVPD, OMol25).

Summary:
LUMO: 3.7 eV
Charge: -2
Frontier orbital gap: 5.22 eV
E_HOMO: -1.48 eV

```
79
Properties=species:S:1:pos:R:3:forces:R:3
Cs 2.2996 -0.9377 0.6664 0.51 0.97 -3.17
Te -0.2608 1.4113 0.3398 -0.16 1.41 -0.31
Se 0.8193 -0.1915 -4.5482 0.20 0.46 0.12
Cl -2.0450 -3.4127 -0.4528 -0.08 -0.02 -0.48
Cl -2.6465 -5.1536 2.0691 -0.06 -0.04 -0.04
Cl -1.4028 -4.3483 4.8201 0.00 -0.03 0.12
Cl 6.1027 2.1528 5.9723 0.03 0.06 0.18
Cl 0.4100 -1.7895 5.0134 0.06 0.11 0.11
Si -3.1218 1.8280 1.9336 -0.52 0.02 -0.03
Si 0.0879 4.0764 -1.7016 -0.13 0.10 -0.47
O -0.1609 -1.1913 0.0304 -1.72 -0.52 -0.04
O 0.7913 -0.4187 2.4289 -1.40 0.55 2.20
O 4.4089 -1.9510 0.9011 2.85 -1.37 0.64
O 6.2883 -1.0079 0.1204 0.07 0.10 0.02
N 0.8341 -2.8962 -3.7694 -0.33 -0.14 0.23
N -1.1945 -2.1407 -4.0917 0.24 -0.21 0.31
C -1.6316 -3.7490 2.1935 0.06 0.10 0.14
C 4.4714 -0.0544 3.0675 0.18 -0.14 -0.02
C -0.1701 3.6214 0.0887 0.13 0.01 -0.19
C -1.3007 -3.5023 -3.8628 0.01 -0.22 0.03
C 7.0120 0.7618 3.8371 -0.03 -0.02 -0.01
C -0.4871 -1.8681 1.0835 -0.26 0.07 -0.20
C -1.4762 3.6613 -2.6963 0.21 0.05 0.20
C 6.8354 0.0018 2.6915 0.05 0.09 0.02
C -2.3982 -4.3456 -3.8622 0.01 0.16 0.13
C 5.5703 -0.4136 2.2936 -0.05 -0.02 -0.20
C 0.2240 -5.3269 -3.3921 0.01 0.10 -0.01
C -3.7259 0.2476 1.0896 0.18 0.20 0.22
C -1.0867 -3.3900 3.4075 -0.11 -0.05 -0.08
C -2.1651 -5.6903 -3.6174 -0.04 -0.02 0.04
C 5.4120 -1.2035 0.9799 0.64 -0.24 0.07
C 4.6241 0.7306 4.2020 -0.05 0.01 0.05
C -0.2751 -2.2513 3.4855 0.04 -0.06 0.05
C 0.4626 5.9294 -1.9879 -0.07 -0.25 0.18
C 5.8957 1.1310 4.5701 -0.04 -0.07 -0.14
C 0.1137 -1.7787 -4.0449 0.14 0.05 -0.53
C -2.3062 -1.2244 -4.1299 -0.20 0.05 0.03
C 1.5049 3.1164 -2.5028 -0.19 0.04 0.34
C -0.0078 -3.9861 -3.6429 -0.14 -0.15 0.00
C -0.8801 -6.1678 -3.3772 0.04 -0.11 -0.02
C 0.0478 -1.4544 2.3768 -0.51 -0.39 0.38
C -1.2767 1.7318 2.2188 -0.41 -0.10 -0.20
C -3.6768 3.3167 0.8802 0.29 -0.18 0.14
C -1.3396 -2.9711 1.0625 -0.07 -0.29 0.18
C -4.0384 2.0386 3.5966 0.22 -0.12 -0.22
H -4.7641 3.3624 0.7917 -0.06 -0.12 0.05
H -1.0914 4.0634 0.4705 -0.09 0.00 -0.08
H 1.2217 -5.7034 -3.2120 0.00 0.01 0.04
H 2.3966 3.1026 -1.8735 0.04 0.03 0.02
H -1.9192 -0.2298 -4.3389 0.00 -0.04 -0.02
H 7.6816 -0.2623 2.0714 -0.02 -0.02 -0.04
H -1.3060 3.7650 -3.7692 0.06 0.03 -0.05
H 0.6459 3.9873 0.7161 0.06 -0.03 0.00
H -5.1200 2.0989 3.4602 -0.04 -0.01 -0.07
H -0.8497 2.6111 2.6988 0.09 0.06 -0.08
H 0.4919 6.1503 -3.0571 0.00 -0.05 -0.06
H 1.8193 -2.8691 -3.5726 0.02 0.10 -0.09
H -3.2585 3.2584 -0.1255 0.03 -0.02 -0.05
H -3.8325 1.1966 4.2595 0.02 -0.05 0.03
H 1.2015 2.0804 -2.6615 0.02 -0.07 0.00
H -3.3475 4.2587 1.3243 0.03 0.04 0.03
H -1.7478 2.6227 -2.5009 -0.02 -0.06 0.01
H -3.0003 -6.3775 -3.5937 -0.01 0.00 0.02
H -2.3272 4.2892 -2.4258 -0.02 0.05 0.06
H -2.8062 -1.2252 -3.1591 0.02 0.02 0.00
H -3.7171 2.9474 4.1096 0.04 0.05 0.00
H -3.3904 -0.6281 1.6501 0.03 -0.07 0.01
H -0.7407 -7.2198 -3.1669 0.02 -0.01 0.00
H 1.7803 3.5301 -3.4743 -0.05 0.07 -0.04
H -3.2960 0.1685 0.0907 0.04 0.00 -0.03
H -3.0157 -1.5214 -4.9045 0.05 0.01 -0.03
H 3.7630 1.0189 4.7898 0.00 0.02 -0.01
H 3.4853 -0.3865 2.7741 0.17 0.10 0.49
H -3.3995 -3.9624 -4.0005 -0.02 0.00 -0.05
H -4.8132 0.1987 1.0062 -0.06 0.08 0.04
H 1.4331 6.2039 -1.5702 0.05 -0.01 0.04
H -1.0298 0.8701 2.8363 0.06 -0.07 0.03
H -0.2864 6.5827 -1.5364 -0.07 -0.01 0.05
H 7.9975 1.0781 4.1529 0.00 0.03 0.01
```
Positions in Å, forces in eV/Å.

The molecule's Löwdin atomic charges, reported in e, are given here: 1.643, 1.351, 0.622, 0.688, 0.586, 0.590, 0.601, 0.640, 0.422, 0.395, -0.564, -0.547, -0.447, -0.034, 0.123, -0.072, -0.739, -0.041, -0.578, -0.191, -0.122, -0.549, -0.196, -0.030, -0.033, -0.123, -0.010, -0.183, -0.739, -0.104, -0.736, -0.094, -0.616, -0.202, -0.680, -0.789, -0.029, -0.198, -0.182, -0.100, -0.572, -0.525, -0.194, -0.625, -0.196, 0.020, -0.024, 0.112, 0.032, 0.039, 0.111, 0.020, -0.003, 0.013, 0.016, 0.014, 0.155, 0.005, 0.021, -0.038, 0.021, 0.008, 0.097, 0.016, 0.101, 0.016, 0.031, 0.097, 0.026, 0.009, 0.090, 0.108, 0.020, 0.108, 0.022, 0.015, 0.000, 0.012, 0.092

=====

Entry 4:
# C6H9N

A structure of composition C6H9N at a distorted geometry (ωB97M-V/def2-TZVPD, OMol25).

Summary:
LUMO: 0.9 eV
Frontier orbital gap: 8.17 eV
E_HOMO: -7.25 eV

```
16
Properties=species:S:1:pos:R:3:forces:R:3
N -2.4037 -1.1599 -1.5477 0.79 -1.85 -0.26
C 1.0916 -0.1227 0.3735 0.34 -0.65 0.39
C 2.8732 0.6763 2.1827 0.02 0.03 0.04
C 0.1420 -0.4336 -0.6366 0.18 1.61 0.32
C -1.9856 0.2970 -1.5434 0.44 -1.04 0.34
C 1.8930 0.2802 1.1757 0.06 -0.23 0.09
C -1.1571 -0.0605 -0.4164 2.07 1.50 0.76
H -3.2902 -1.1545 -1.0089 1.01 -1.12 -0.15
H 0.5128 -0.3466 -1.6625 -0.12 -0.08 0.18
H 2.7363 0.0764 3.0893 0.10 0.13 -0.10
H 2.7652 1.7331 2.4482 0.07 -0.14 0.00
H -2.7416 1.0806 -1.3215 0.02 -1.05 -0.22
H -1.3079 -1.8499 -1.0937 -4.91 2.72 -1.44
H -1.3900 0.5876 -2.4158 -0.33 -0.20 0.06
H 3.8908 0.5121 1.8107 -0.16 0.05 0.11
H -1.6287 -0.1155 0.5664 0.42 0.34 -0.10
```
Positions in Å, forces in eV/Å.

The molecule's Löwdin atomic charges, reported in e, are given here: -0.054, -0.086, -0.121, -0.188, -0.254, -0.097, -0.220, 0.059, 0.106, 0.074, 0.070, 0.127, 0.272, 0.104, 0.075, 0.134

=====

Entry 5:
# C4H8CrF12N2O12S4

A structure of composition C4H8CrF12N2O12S4 at a distorted geometry (ωB97M-V/def2-TZVPD, OMol25).

Summary:
LUMO (spin up / spin down): -5.8 / -5.1 eV
Charge: +1
Frontier orbital gap (spin up / spin down): 8.28 / 9.09 eV
E_HOMO (spin up / spin down): -14.13 / -14.19 eV
Spin multiplicity: 4

```
43
Properties=species:S:1:pos:R:3:forces:R:3
Cr 0.9111 0.4418 0.0918 0.76 -0.15 0.35
S -1.0728 2.9289 1.2874 0.23 1.94 0.43
S 1.2292 -2.8440 0.1379 0.96 0.91 0.66
S -1.8136 0.3991 1.7530 -1.23 -3.43 1.06
S -0.7074 -2.0987 -1.5324 -2.53 0.23 -0.80
F -0.5176 -2.5128 -4.1657 0.07 -0.24 0.30
F -1.0182 -3.5964 1.4975 -0.54 -0.63 -0.49
F -4.3254 0.9002 1.2841 0.07 0.06 -0.08
F -3.6623 -0.8766 0.3054 0.36 -0.21 -0.13
F -1.6033 4.9716 -0.3784 -0.39 -0.22 0.17
F -1.6517 3.0244 -1.3478 -0.05 0.08 -0.25
F 0.7925 -4.7719 1.7605 0.07 -0.88 0.04
F 0.5689 -2.8279 2.6514 0.45 0.08 0.34
F -3.1860 1.0756 -0.5284 0.42 -0.17 -0.03
F 0.4522 -0.7269 -3.4864 0.13 0.05 0.00
F 0.2317 3.9501 -0.7664 -0.06 -0.11 -0.40
F 1.3946 -2.6328 -3.1255 -0.06 0.01 -0.17
O -2.2874 0.8533 3.0249 0.65 0.83 -1.00
O 0.0636 3.4644 1.9920 -0.32 -0.27 -0.47
O 0.4932 1.1474 -1.7377 0.06 0.65 -0.27
O 1.7456 -0.0479 1.9308 0.17 0.64 0.52
O 1.5618 -3.8807 -0.7789 -0.69 0.47 -0.17
O 2.8033 -0.0509 -0.6199 0.53 0.45 -0.75
O -1.2933 -0.9433 1.7913 0.25 0.52 -0.83
O 2.3511 -2.2328 0.7920 0.48 0.19 0.51
O -1.7806 -1.1635 -1.6616 0.28 0.52 -0.54
O 1.9687 2.2836 0.4103 0.56 -0.26 0.16
O -2.3931 3.2027 1.8111 1.50 -1.07 -1.25
O -1.0775 -3.4698 -1.2511 1.32 1.60 -0.20
N -0.6724 1.2780 0.9500 -1.76 1.89 0.65
N 0.3487 -1.3972 -0.4970 1.27 -3.82 0.40
C 0.2706 -3.5956 1.6130 -0.17 1.48 -0.06
C -3.3367 0.3604 0.5782 -0.75 0.56 1.01
C -1.0615 3.7871 -0.4374 0.75 -0.31 1.00
C 0.2243 -2.0208 -3.1974 -0.44 -0.17 0.35
H 3.1119 -0.5457 -1.3958 -0.36 -0.23 0.23
H 3.6044 0.2296 -0.1531 -0.24 -0.02 0.10
H 2.2284 2.6303 1.2791 -0.46 -0.03 -0.04
H 2.3170 2.9149 -0.2344 -0.30 -0.12 -0.09
H 1.6406 0.4408 2.7635 -0.41 -0.02 -0.27
H -0.3300 1.5276 -2.0918 -0.14 -0.28 0.41
H 1.1499 1.2310 -2.4456 -0.04 -0.24 0.19
H 2.3276 -0.8064 2.1276 -0.41 -0.29 -0.62
```
Positions in Å, forces in eV/Å.

The molecule's Löwdin atomic charges, reported in e, are given here: 0.947, 0.726, 0.742, 0.647, 0.635, 0.193, 0.201, 0.156, 0.185, 0.216, 0.148, 0.217, 0.150, 0.141, 0.109, 0.114, 0.154, -0.217, -0.270, -0.053, -0.056, -0.224, -0.053, -0.292, -0.325, -0.257, -0.059, -0.220, -0.225, -0.378, -0.347, -0.699, -0.657, -0.642, -0.643, 0.128, 0.120, 0.110, 0.113, 0.130, 0.113, 0.122, 0.097

=====

Entry 6:
# C7H10OS

The molecule C7H10OS at a distorted geometry (ωB97M-V/def2-TZVPD, OMol25).

Summary:
LUMO: 0.9 eV
SMILES string: CS[C@]1(C)C=CC=CO1
Frontier orbital gap: 8.82 eV
E_HOMO: -7.95 eV

```
19
Properties=species:S:1:pos:R:3:forces:R:3
S 1.7009 -0.5342 -0.4202 1.08 0.83 -0.81
O -0.3338 0.7340 -1.4768 1.08 1.74 1.62
C -1.7577 -0.1268 0.8236 0.92 0.39 -2.26
C -0.5626 0.4826 0.9626 -0.51 -0.56 2.49
C 1.0216 2.0682 0.0455 -0.48 0.92 0.25
C 1.7928 -2.1138 0.4561 -0.94 0.24 -1.38
C -2.1799 -0.3847 -0.5623 -2.72 -1.60 -0.09
C 0.3195 0.8096 -0.1471 -1.12 -3.08 -1.60
C -1.4904 0.0810 -1.5826 1.24 -0.25 0.63
H -2.4633 -0.4699 1.5286 -0.13 0.05 1.34
H -0.0701 0.7114 1.9552 -0.96 -0.32 -1.05
H 1.7886 1.9025 0.7591 0.80 0.30 0.51
H 1.3439 2.4608 -0.8596 1.43 0.25 -1.80
H 2.7246 -2.2174 0.9695 0.20 0.02 0.64
H 0.3555 2.8581 0.3361 -0.66 0.21 0.77
H 1.6822 -2.8697 -0.3144 0.48 -0.12 -0.27
H 0.8902 -2.2635 0.9791 -0.78 -0.07 1.53
H -1.6213 -0.1371 -2.5923 -0.94 -0.23 -1.53
H -3.1406 -0.9910 -0.8602 2.00 1.28 1.02
```
Positions in Å, forces in eV/Å.

The molecule's Löwdin atomic charges, reported in e, are given here: 0.887, -0.081, -0.057, -0.097, -0.091, -0.404, -0.090, -0.669, -0.178, 0.089, 0.145, 0.075, 0.073, 0.019, 0.097, 0.022, 0.010, 0.111, 0.140

=====

So what do the calculations give for DFT total energy? Going down the list: -87856.328, -26334.711, -193354.335, -7852.234, -136191.034, -20301.264 eV.